Entry 1:
The following is a DFT calculation (the ωB97M-V functional and the def2-TZVPD basis) of 2 unconnected molecules or ions with the total composition C5H14O in a non-equilibrium geometry.

```
20
C5H14O the ωB97M-V functional and the def2-TZVPD basis
C -2.37 -0.52 -0.44
C -1.26 -1.48 0.05
C -0.29 -1.76 -1.06
H -2.68 -0.93 -1.39
H -3.14 -0.32 0.31
H -1.96 0.49 -0.72
H -1.70 -2.36 0.54
H -0.76 -0.97 0.90
H 0.69 -2.11 -0.74
H -0.15 -0.94 -1.77
H -0.53 -2.61 -1.74
C 0.90 1.89 1.32
C 1.60 1.12 0.24
O 2.88 1.70 0.00
H 0.83 2.92 0.94
H 1.48 1.97 2.23
H -0.10 1.50 1.56
H 1.82 0.07 0.52
H 1.08 1.20 -0.72
H 3.66 1.14 -0.04
```

Computed properties:
Charge   0
Structure (SMILES)   CCC.CCO
Orbital gap   11.15 eV
Energy above the lowest of the compared OMol25 structures with the same formula, charge and spin   1.0248 eV

---

Entry 2:
The following is a DFT calculation (the ωB97M-V functional and the def2-TZVPD basis) of a molecular structure, C25H15Br2ClF4NNiO2P in a non-equilibrium geometry.

```
52
C25H15Br2ClF4NNiO2P the ωB97M-V functional and the def2-TZVPD basis
Ni -0.09 -0.06 -0.05
F 6.16 -0.16 2.75
C 4.83 -0.10 2.64
C 4.02 -0.25 3.76
F 4.55 -0.44 4.97
C 2.64 -0.20 3.62
F 1.89 -0.36 4.72
C 2.02 0.01 2.38
P 0.18 0.10 2.22
C -0.37 -1.25 3.30
C 0.34 -2.45 3.35
C -0.10 -3.48 4.16
C -1.25 -3.33 4.91
C -1.99 -2.16 4.83
C -1.56 -1.13 4.01
C -0.10 1.63 3.17
C -0.28 1.68 4.55
C -0.54 2.89 5.16
C -0.63 4.06 4.41
C -0.43 4.01 3.04
C -0.16 2.81 2.42
C 2.86 0.18 1.27
Br 2.18 0.56 -0.45
C 4.24 0.11 1.40
F 5.01 0.23 0.32
H 1.24 -2.57 2.76
H 0.47 -4.40 4.22
H -1.59 -4.14 5.55
H -2.90 -2.05 5.40
H -2.14 -0.22 3.93
H -0.22 0.78 5.14
H -0.69 2.93 6.23
H -0.85 4.99 4.89
H -0.49 4.92 2.45
H -0.01 2.76 1.35
Cl -0.60 -1.41 -1.88
C -1.09 -1.84 -0.25
H -0.60 -2.76 0.06
H -2.17 -1.87 -0.17
Br -2.60 7.40 -2.47
C -2.81 5.53 -2.23
C -4.04 4.93 -2.47
N -4.23 3.64 -2.33
C -3.24 2.88 -1.92
C -1.98 3.39 -1.62
C -1.75 4.75 -1.79
C -0.88 2.49 -1.08
O 0.28 2.89 -1.08
O -1.31 1.39 -0.62
H -4.89 5.52 -2.79
H -3.43 1.82 -1.83
H -0.78 5.17 -1.57
```

Computed properties:
Charge   0
Orbital gap (spin up / spin down)   7.79 / 7.87 eV
Energy above the lowest of the compared OMol25 structures with the same formula, charge and spin   1.0863 eV

---

Entry 3:
The following is a DFT calculation (the ωB97M-V functional and the def2-TZVPD basis) of a molecular structure, C36H29MoN7O12 in a non-equilibrium geometry.

```
85
C36H29MoN7O12 the ωB97M-V functional and the def2-TZVPD basis
Mo 0.63 1.52 0.56
N -2.31 1.02 -0.64
C -2.87 2.04 0.24
C -1.97 3.19 0.70
O -2.47 4.30 0.77
N -0.71 2.92 1.17
C -0.20 3.99 2.00
C 1.32 3.95 1.97
O 2.05 4.77 2.44
O 1.73 2.86 1.35
H -2.31 1.38 -1.59
H -2.93 0.22 -0.62
H -3.19 1.57 1.18
H -3.74 2.54 -0.20
H -0.52 3.85 3.04
H -0.56 4.97 1.66
C 1.22 -1.51 5.25
C 1.58 -2.34 4.20
C 1.81 -1.83 2.94
C 1.65 -0.46 2.72
C 1.31 0.38 3.79
C 1.09 -0.15 5.04
N 1.88 0.15 1.49
N 2.98 -0.25 0.88
C 3.33 0.49 -0.16
C 4.59 0.34 -0.77
C 4.96 1.22 -1.76
C 4.08 2.25 -2.13
C 2.85 2.33 -1.50
N 2.45 1.46 -0.58
H 1.05 -1.93 6.24
H 1.68 -3.40 4.37
H 2.10 -2.47 2.13
H 1.24 1.46 3.62
H 0.83 0.52 5.86
H 5.23 -0.45 -0.43
H 5.93 1.15 -2.23
H 4.35 2.96 -2.88
H 2.17 3.13 -1.75
O 0.30 -0.36 -1.26
C 0.22 0.25 -2.55
C 0.12 1.79 -2.36
O 0.06 2.56 -3.29
O 0.07 2.14 -1.12
C 1.48 -0.05 -3.34
C 1.66 0.52 -4.60
C 2.78 0.22 -5.35
C 3.73 -0.65 -4.86
C 3.56 -1.22 -3.61
C 2.44 -0.92 -2.85
C -0.96 -0.32 -3.33
C -1.07 -1.71 -3.41
C -2.11 -2.28 -4.11
C -3.08 -1.49 -4.71
C -2.98 -0.11 -4.62
C -1.92 0.47 -3.94
H -0.59 -0.65 -1.02
H 0.92 1.21 -4.98
H 2.89 0.67 -6.33
H 4.60 -0.89 -5.45
H 4.30 -1.90 -3.21
H 2.31 -1.38 -1.89
H -0.32 -2.33 -2.94
H -2.18 -3.36 -4.18
H -3.90 -1.94 -5.24
H -3.72 0.53 -5.07
H -1.85 1.55 -3.90
O -1.25 1.18 3.09
C -1.25 0.21 2.35
O -0.56 0.19 1.25
C -2.01 -1.02 2.69
C -2.70 -1.05 3.91
C -3.40 -2.19 4.27
C -3.47 -3.30 3.43
C -2.79 -3.24 2.22
C -2.05 -2.13 1.85
N -2.86 -4.37 1.33
O -2.33 -4.26 0.24
O -3.45 -5.36 1.72
N -4.07 -2.22 5.55
O -3.91 -1.27 6.28
O -4.76 -3.19 5.80
H -2.67 -0.19 4.56
H -4.02 -4.18 3.71
H -1.50 -2.12 0.92
```

Computed properties:
Charge   0
2S+1   3
Orbital gap (spin up / spin down)   5.95 / 7.08 eV
Energy above the lowest of the compared OMol25 structures with the same formula, charge and spin   2.1919 eV

---

Entry 4:
The following is a DFT calculation (the ωB97M-V functional and the def2-TZVPD basis) of a molecular structure, C14H13BF4GdN4O3S2 in a non-equilibrium geometry.

```
42
C14H13BF4GdN4O3S2 the ωB97M-V functional and the def2-TZVPD basis
Gd -0.12 0.86 0.44
S -0.42 0.72 3.20
C -2.12 0.42 3.18
C -2.91 1.06 4.22
N -3.54 1.56 5.04
C -2.77 -0.36 2.27
S -2.05 -1.17 0.95
C -4.22 -0.47 2.37
N -5.37 -0.55 2.35
C 4.46 0.60 0.47
C 3.09 -0.01 0.42
O 2.17 0.64 0.92
C 2.86 -1.31 -0.20
C 3.93 -2.22 -0.23
C 3.78 -3.50 -0.71
C 2.52 -3.89 -1.18
C 1.46 -3.01 -1.20
C 1.59 -1.69 -0.72
O 0.61 -0.86 -0.81
H 4.34 1.68 0.56
H 5.06 0.34 -0.40
H 4.99 0.24 1.36
H 4.90 -1.91 0.15
H 4.61 -4.20 -0.71
H 2.37 -4.89 -1.56
H 0.49 -3.32 -1.57
C -2.32 0.02 -2.69
N -3.42 0.58 -1.93
C -3.18 1.35 -0.85
N -4.24 1.68 -0.05
O -2.06 1.82 -0.60
H -2.61 -0.08 -3.73
H -1.99 -0.94 -2.29
H -1.48 0.71 -2.64
H -4.29 0.07 -1.91
H -4.98 1.00 0.07
H -3.94 2.09 0.82
F 0.46 4.48 -1.29
B 0.99 3.44 -0.58
F 0.21 3.20 0.62
F 2.31 3.62 -0.26
F 0.83 2.20 -1.30
```

Computed properties:
Charge   -1
2S+1   8
Orbital gap (spin up / spin down)   7.41 / 5.89 eV
Energy above the lowest of the compared OMol25 structures with the same formula, charge and spin   0.0000 eV

---

Entry 5:
The following is a DFT calculation (the ωB97M-V functional and the def2-TZVPD basis) of 2 unconnected molecules or ions with the total composition C2H3NO2 in a non-equilibrium geometry.

```
8
C2H3NO2 the ωB97M-V functional and the def2-TZVPD basis
C 1.41 -1.27 -0.09
N 1.78 -0.18 -0.06
O 2.18 0.93 0.04
H 1.03 -2.23 -0.27
C -1.60 0.69 0.09
O -1.52 -0.47 0.35
H -0.73 1.29 -0.23
H -2.55 1.25 0.15
```

Computed properties:
Charge   0
Structure (SMILES)   C#[N+][O-].C=O
Orbital gap   10.70 eV
Energy above the lowest of the compared OMol25 structures with the same formula, charge and spin   4.1654 eV

---

Entry 6:
The following is a DFT calculation (the ωB97M-V functional and the def2-TZVPD basis) of 3 unconnected molecules or ions with the total composition C19H23F2INO in a non-equilibrium geometry.

```
47
C19H23F2INO the ωB97M-V functional and the def2-TZVPD basis
C -1.53 0.75 -2.96
C -0.91 -0.04 -4.25
C 0.21 -1.19 -3.91
I -0.47 -2.65 -2.37
C 1.72 -0.61 -3.62
N 1.71 0.77 -3.00
C 2.21 1.84 -3.94
C 2.38 0.81 -1.64
C 1.34 0.90 -0.33
O 3.72 0.78 -1.46
H -1.33 0.26 -1.92
H -1.00 1.81 -2.93
H -2.69 1.00 -3.11
H -0.50 0.73 -5.07
H -1.82 -0.60 -4.79
H 0.31 -1.85 -4.90
H 2.21 -1.32 -2.79
H 2.07 2.88 -3.40
H 3.32 1.59 -4.21
H 1.47 1.85 -4.86
H 0.78 1.95 -0.33
H 0.53 0.02 -0.41
H 2.01 0.72 0.61
F -3.50 0.39 -1.12
C -3.67 -0.36 -0.02
C -2.64 -1.18 0.42
C -2.82 -1.95 1.57
C -4.03 -1.90 2.26
C -5.06 -1.07 1.81
C -4.88 -0.30 0.66
H -1.71 -1.21 -0.14
H -2.01 -2.58 1.92
H -4.17 -2.50 3.15
H -6.01 -1.04 2.34
H -5.67 0.35 0.30
F 0.31 -1.25 4.08
C 1.41 -0.51 4.23
C 1.59 0.62 3.43
C 2.73 1.40 3.59
C 3.70 1.03 4.52
C 3.52 -0.11 5.31
C 2.37 -0.88 5.17
H 0.83 0.88 2.70
H 2.87 2.29 2.98
H 4.60 1.64 4.64
H 4.28 -0.39 6.04
H 2.21 -1.76 5.78
```

Computed properties:
Charge   -1
Orbital gap   5.14 eV
Energy above the lowest of the compared OMol25 structures with the same formula, charge and spin   4.6831 eV